Record 1
Molecular formula: C11H21BaCsN2O9S2
Method: DFT, ωB97M-V with the def2-TZVPD basis set

```
47
Properties=species:S:1:pos:R:3:forces:R:3
O 0.2172 19.4174 -26.5388 1.249 0.578 -0.146
S -4.5642 25.2894 -21.7309 0.014 -0.285 0.198
H -8.1371 23.6555 -23.1884 0.267 0.360 -0.032
S -1.0476 18.7965 -26.3376 -0.893 -0.340 0.613
C -1.0111 18.2505 -24.6516 -0.350 -0.270 -0.744
H -5.4529 23.7599 -29.6048 0.102 0.206 -0.059
H -3.3936 23.2820 -21.4887 0.129 -0.203 -0.323
O -4.2245 26.5764 -22.1892 0.208 0.891 -0.340
H -5.4103 24.6429 -25.4267 0.057 0.361 -0.019
C -5.5784 24.3811 -27.5538 -0.036 -0.182 0.023
H -1.9266 23.3419 -27.5342 -0.024 0.047 -0.103
C -7.5207 23.4607 -22.3078 -0.395 -0.219 -0.265
O -2.0969 19.9413 -26.2942 0.192 0.026 0.189
H -5.3827 20.4331 -25.8974 0.008 -0.112 0.040
C -3.5011 19.5880 -26.4963 -0.891 0.479 -0.525
C -4.8912 24.4382 -26.3539 -0.173 -0.439 0.024
C -4.9055 23.9241 -28.6822 -0.354 -0.281 0.109
H -2.9958 24.0829 -25.4161 0.100 -0.030 -0.056
H -5.8700 22.7356 -23.4867 0.339 0.184 -0.108
O -1.5218 17.7409 -27.1469 0.152 -0.509 -0.550
H -4.1163 20.4970 -24.6300 -0.142 -0.179 0.015
H -4.0480 21.5853 -25.9936 -0.124 -0.105 -0.077
O -5.1659 25.0913 -20.4544 -0.018 -0.250 0.227
H -2.0245 17.9667 -24.3737 0.076 0.091 0.261
O -1.9886 21.2026 -22.8504 0.888 0.022 0.061
H -7.7131 24.2144 -21.5471 0.034 0.028 -0.023
O 0.1790 21.2555 -23.1393 1.044 -0.715 1.505
O -1.0810 22.7751 -24.0307 0.171 -0.385 -0.081
H -0.6310 19.1186 -24.1388 -0.018 0.068 0.679
H -2.3549 24.6918 -21.2130 -0.091 0.162 0.016
Ba 0.7971 20.3532 -20.5587 -1.195 0.693 -1.081
H -6.6376 24.5944 -27.6027 0.037 0.134 -0.049
H -5.5751 22.9191 -21.7299 0.286 -0.003 -0.185
N -3.6341 23.5454 -28.6766 0.322 0.091 -0.020
N -1.0194 21.7758 -23.3732 -1.062 0.319 0.388
H -3.7125 18.5461 -26.2640 0.318 -0.033 0.219
H -7.9116 22.5060 -21.9424 0.326 -0.007 0.142
O -5.4854 24.6705 -22.8522 0.225 -0.051 -0.394
C -2.9673 23.6550 -27.5291 -0.044 -0.134 0.185
C -3.1214 24.2659 -21.8590 -0.153 0.218 0.366
H -3.7135 19.7298 -27.5556 0.195 -0.112 -0.028
C -4.3205 20.5686 -25.7005 0.311 0.369 0.231
Cs 2.5061 20.1660 -24.4446 -0.004 0.025 -1.139
C -6.0313 23.3672 -22.6151 -1.264 -0.534 0.766
H -2.8048 24.3142 -22.8936 0.075 -0.308 -0.085
C -3.5571 24.0615 -26.3413 0.034 0.300 0.019
H -0.3621 17.3765 -24.6370 0.073 0.033 0.156
```
Positions in Å, forces in eV/Å.

- frontier orbital gap (eV) = 3.64
- charge = +2
- molecular weight (g mol⁻¹) = 659.661

---

Record 2
Molecular formula: C11H21Cl10FINO4S
Method: DFT, ωB97M-V with the def2-TZVPD basis set

```
50
Properties=species:S:1:pos:R:3:forces:R:3
Cl 0.2132 2.6368 4.3059 -0.016 0.115 0.117
C -3.2554 1.8055 4.4180 -0.076 0.239 0.331
Cl 1.8121 1.1342 2.3863 0.018 -0.003 -0.075
Cl -2.4229 7.0011 6.6090 0.106 -0.005 0.019
C 0.0843 -1.5378 -3.4109 -1.155 1.766 -3.004
C 0.3604 -2.2846 -1.0167 0.739 -1.092 1.550
H -1.0496 -1.7389 -3.7141 2.374 0.154 0.985
H 1.7588 -0.5224 -6.0843 1.135 -1.966 0.405
H -4.0225 2.5557 4.6244 0.174 -0.337 -0.166
O 0.7967 -3.5870 -6.0463 3.276 6.288 5.676
H 2.0842 -3.6658 1.3404 0.472 2.138 -0.847
Cl 1.0373 -6.7395 -0.6018 -0.035 -0.054 -0.005
C 0.1987 5.4321 -0.1081 -0.134 0.108 -0.431
C 0.5033 2.3043 2.5940 -0.097 0.114 -0.589
Cl -3.9008 0.2035 4.7951 -0.004 -0.007 0.084
C 2.3557 -2.6353 0.8504 0.475 0.525 -1.330
H 0.4109 -0.6023 -4.0737 -0.679 -1.887 1.596
S -0.8936 0.0890 -1.4608 -0.306 7.927 -2.748
Cl -3.2013 5.1479 4.4975 0.094 0.075 -0.086
C -1.8601 5.7830 5.4582 0.369 -0.090 0.020
O -0.0596 1.2953 -0.8864 -3.170 -5.668 -1.015
F -2.0113 -0.4331 -0.2695 2.370 0.284 -2.036
C -0.7272 -6.6315 -0.6172 -0.181 -0.434 -0.060
H 3.3200 -1.3588 -5.3330 -2.204 -0.366 -0.725
H 3.5235 -2.3932 0.9035 -2.674 -0.845 0.180
H 2.6386 -1.9760 -6.9858 -1.076 0.849 2.517
C 1.9743 -2.6486 -0.7763 -0.922 -0.901 1.070
Cl -2.7838 1.9171 2.7179 -0.300 0.047 -0.004
H -0.0522 -2.0446 0.0744 0.743 -0.049 -2.541
H -0.7142 5.0273 -0.5516 0.253 -0.008 0.220
H -1.0995 -7.0262 -1.5656 0.165 0.224 0.202
O 0.9065 -2.6877 -3.8205 0.020 1.635 -1.634
H 0.7758 3.2357 2.0920 0.041 -0.322 0.291
H -0.4096 1.8994 2.1505 0.428 0.046 0.248
H -0.2607 -3.2305 -1.3776 1.742 2.414 0.375
H 0.4712 6.3636 -0.6102 0.015 -0.242 0.238
N 0.2647 -1.1142 -1.9699 -2.090 -1.161 0.898
C 2.3234 -1.5380 -5.9210 0.023 -0.199 -0.224
Cl -1.2634 -4.9563 -0.4408 -0.409 -0.513 0.240
C 1.3002 -2.6208 -5.2365 -2.389 -5.002 -4.268
H -1.1270 -7.2221 0.2107 0.170 0.261 -0.146
H -1.3962 4.9609 6.0087 -0.219 0.210 -0.120
O -1.7640 0.6475 -2.6530 3.116 -3.543 4.493
H 1.7876 -1.7161 1.3025 1.066 -1.915 -0.587
Cl -0.0914 5.7647 1.6037 -0.118 0.117 0.055
I 3.2943 -1.0877 -1.6700 -0.596 -1.007 0.291
H 2.1693 -3.6981 -1.2570 -0.035 2.228 0.795
H -2.3791 1.9921 5.0433 -0.184 -0.137 -0.279
H -1.1270 6.2384 4.7881 -0.289 -0.071 0.135
Cl 1.5074 4.2621 -0.3159 -0.026 0.059 -0.111
```
Positions in Å, forces in eV/Å.

- SMILES = CC(=O)OCN(C[C@H](C)I)S(=O)(=O)F.ClCCl.ClCCl.ClCCl.ClCCl.ClCCl
- frontier orbital gap (eV) = 8.35
- charge = 0
- molecular weight (g mol⁻¹) = 763.791

---

Record 3
Molecular formula: C11H21Cl3IO4P2Pt
Method: DFT, ωB97M-V with the def2-TZVPD basis set

```
43
Properties=species:S:1:pos:R:3:forces:R:3
C 2.7726 -1.5248 0.9952 0.010 0.018 0.219
Pt 0.0329 0.4911 0.6836 -0.549 1.059 1.724
H 2.6015 -1.6721 2.0664 0.111 -0.029 -0.314
H -0.8308 -0.4321 -6.2972 0.023 0.058 0.163
C -3.2412 1.3894 1.4705 0.827 0.429 0.356
C 2.8477 0.3240 -1.1832 0.000 0.056 -0.092
H 3.0550 1.2532 2.5329 0.222 0.107 -0.198
H 3.8387 -1.6722 0.7670 -0.284 0.021 0.019
I 0.0255 -0.8962 -3.1808 0.001 -0.737 0.390
H -3.0701 2.4069 1.0915 -0.172 -0.228 0.155
H 0.0621 1.0009 -6.8668 -0.002 0.097 0.453
C -2.7813 -1.4570 0.8932 0.238 -0.111 0.187
H -3.6970 -1.6754 0.3234 0.213 0.024 0.236
H 2.1453 -2.2328 0.4401 0.261 0.104 0.138
H 2.3132 -0.4011 -1.8235 0.545 0.303 0.481
C 0.0565 0.7349 -4.7226 0.089 5.710 -1.414
O 0.0710 1.8854 -4.3522 -0.068 -4.864 -0.417
C 3.3276 1.3045 1.4709 -0.788 0.434 0.346
H -2.9816 -1.5401 1.9693 -0.015 -0.017 -0.265
H 3.1498 2.3247 1.1044 0.123 -0.203 0.167
H 4.3831 1.0337 1.3243 -0.298 -0.103 -0.039
O 0.0952 3.2785 -0.4527 -0.033 -3.249 0.393
H -4.3022 1.1146 1.3896 0.236 -0.081 -0.152
O -0.9368 0.3247 3.5213 0.915 -2.317 -0.187
H -2.5333 1.5102 -1.5343 -0.201 -0.271 0.026
C 0.0553 0.1905 -6.1284 -0.010 -0.513 0.175
H 3.9317 0.1360 -1.2213 -0.295 0.124 -0.157
Cl -0.8506 -3.3544 3.7464 0.275 0.648 0.843
Cl -0.8267 -1.3623 5.8722 0.547 -0.634 -0.408
C -0.0968 -1.8553 4.3357 0.267 0.324 -1.292
H -3.8598 0.3054 -1.2863 0.317 0.110 -0.154
P -2.2497 0.2367 0.4957 -1.813 -1.371 -1.942
O 0.1472 -1.0164 2.0495 -0.519 -1.014 3.026
C -2.7738 0.4810 -1.2272 0.183 0.048 -0.027
H -2.9117 1.3324 2.5132 -0.191 0.114 -0.137
H 0.9343 -0.4427 -6.2950 -0.020 0.057 0.172
C -0.3462 -0.7216 3.2342 -0.168 1.631 -0.649
C 0.0761 2.1927 -0.0310 0.025 5.383 -0.644
H -1.9817 -2.1652 0.6233 -0.408 0.226 0.047
H 2.6225 1.3377 -1.5456 0.206 -0.225 0.057
P 2.2829 0.1584 0.5357 2.258 -1.665 -2.156
Cl 1.6711 -2.1012 4.5826 -1.430 0.181 0.391
H -2.2277 -0.2244 -1.8840 -0.626 0.365 0.481
```
Positions in Å, forces in eV/Å.

- frontier orbital gap (spin up / spin down) (eV) = 5.28 / 3.96
- multiplicity = 5
- charge = +3
- molecular weight (g mol⁻¹) = 707.574

---

Record 4
Molecular formula: C11H21F5IO2P2Ru
Method: DFT, ωB97M-V with the def2-TZVPD basis set

```
43
Properties=species:S:1:pos:R:3:forces:R:3
H -0.7860 -3.1211 -1.9418 -0.198 -0.090 0.238
H 3.6525 -0.2317 -0.8572 0.070 0.086 0.317
Ru 0.1278 -0.3223 0.3293 -1.757 2.102 1.846
H -3.0903 -1.0486 1.6554 -0.064 -0.310 -0.122
C -2.4780 -0.7301 -1.4652 0.367 1.147 0.359
H 1.9913 1.8209 -1.4008 0.155 0.101 0.036
H -2.6056 0.2845 -1.0547 -0.600 -0.779 -0.426
H -1.9361 4.7214 -4.6384 0.136 -0.356 0.394
H 2.7943 2.8993 -0.2019 0.048 -0.187 0.156
P 2.1124 0.7522 0.7436 4.084 0.512 0.272
H -0.7833 -3.9561 -0.3539 -0.222 0.062 -0.240
P -1.6399 -1.6873 -0.1770 -2.005 -3.445 -1.161
O 1.8432 -2.5089 -0.8589 -2.862 3.654 1.965
H 1.0071 2.6341 -0.1661 1.024 0.295 -0.029
H 3.1945 2.1133 2.3833 -0.133 -0.129 -0.182
H 3.8631 -0.9340 0.7814 0.102 0.280 -0.167
C 0.1234 -1.4329 3.2988 -0.400 -0.644 3.277
C -1.2461 3.1666 -3.3282 1.227 -0.410 -3.960
H -3.7463 -2.4160 0.6842 0.209 0.100 -0.098
C -2.8452 -1.9951 1.1529 0.145 0.403 0.491
O -0.6401 2.5496 -4.1711 -1.579 1.052 3.685
H -2.4615 -2.6943 1.9088 -0.049 0.179 -0.417
I -1.3007 2.4473 -1.1819 -0.250 0.529 -0.385
C 1.9892 2.1780 -0.3679 -1.241 0.064 -0.009
H -3.4448 -1.1633 -1.7369 0.097 -0.159 0.168
F 0.1583 -2.9976 1.6124 0.839 1.753 -0.039
H -2.3259 -3.7363 -1.2520 0.181 0.127 0.093
F -1.2295 -1.4148 3.3847 0.980 0.266 -0.616
C 2.3656 1.3922 2.4301 -0.579 -0.070 0.319
H 4.5042 0.7073 0.4159 -0.212 -0.130 0.000
F 0.5428 -2.4237 4.1271 -0.295 0.939 -1.142
H -1.6198 5.2638 -2.9605 0.076 -0.359 0.089
C 3.6931 -0.0071 0.2188 -0.484 -0.293 0.112
H 2.6088 0.5944 3.1459 -0.010 0.209 -0.409
F 0.5824 -0.2733 3.8288 -0.386 -0.625 -0.973
H -1.8224 -0.6616 -2.3372 -0.159 -0.104 -0.039
C -1.3515 -3.2888 -1.0138 0.384 0.273 0.315
H -3.0795 4.3099 -3.3227 0.259 -0.238 0.134
F 2.0400 -1.7929 2.0630 -2.126 0.083 -0.705
C -2.0158 4.4398 -3.5730 -0.375 0.656 -0.215
C 0.6301 -1.7017 1.8879 0.769 -1.360 1.616
H 1.4496 1.8940 2.7741 0.348 -0.048 -0.021
C 1.1747 -1.6290 -0.4652 4.487 -5.134 -4.525
```
Positions in Å, forces in eV/Å.

- frontier orbital gap (spin up / spin down) (eV) = 5.83 / 5.09
- multiplicity = 5
- charge = +3
- molecular weight (g mol⁻¹) = 570.199

---

no.,energy (eV)
1,-56047.8033
2,-168298.4750
3,-87395.5197
4,-58655.5845